(1)
{"formula": "C2H14N2O3", "method": "ωB97M-V with the def2-TZVPD basis set", "e_lumo_ev": -1.4, "e_tot_ha": -419.552922, "fmax_ev_per_a": 3.47, "de_lowest_ev": 7.8102, "charge": 0, "homo_lumo_gap_ev": 7.45, "species": ["C", "N", "C", "N", "H", "H", "H", "H", "H", "H", "H", "H", "H", "H", "O", "H", "H", "O", "H", "H", "O"], "xyz": [[0.004135, -0.666124, 0.909479], [-0.018714, -0.174095, -0.441690], [1.003065, -0.761517, -1.292941], [2.277742, -0.642541, -0.675468], [1.016103, -0.529340, 1.326313], [-0.687985, -0.071731, 1.499278], [-0.262363, -1.724701, 0.939795], [0.161319, 0.824583, -0.398855], [0.968678, -0.339274, -2.302710], [0.724936, -1.817114, -1.382461], [3.003437, -0.670877, -1.379312], [-3.552296, -0.288810, 1.053969], [-0.240803, 1.570619, 0.794113], [-3.673696, 0.355909, 1.411267], [-1.207996, 1.337504, 0.947400], [1.805602, 2.075397, 1.096963], [2.214226, 0.234824, -0.051417], [1.412239, 1.409388, 0.519538], [-1.435824, 0.782149, 0.170630], [-2.005091, -0.864763, -1.449940], [-1.506714, -0.039487, -1.293950]], "atomic_forces_ev_per_a": [[-0.42, -3.09, 1.52], [-1.22, -0.89, -2.64], [-0.05, -1.88, -1.74], [0.22, 0.02, 0.98], [-0.52, -0.04, -0.64], [0.42, -0.80, 0.26], [0.18, -0.14, -0.36], [0.65, 0.81, -0.30], [-0.45, 0.35, 0.21], [-0.13, -0.13, -0.13], [-0.04, 0.38, 0.18], [-0.12, 0.13, 0.12], [-0.52, 0.59, 0.95], [0.06, -0.18, -0.12], [-1.30, 2.63, -0.61], [-0.17, -0.03, -0.34], [0.74, -0.27, -0.87], [0.29, 1.44, 0.53], [-1.23, 1.59, 1.13], [0.88, -0.37, 0.59], [2.71, -0.12, 1.26]]}



(2)
{"formula": "C2H19HgO8", "method": "ωB97M-V with the def2-TZVPD basis set", "e_lumo_ev": -7.6, "e_tot_ha": -842.222001, "fmax_ev_per_a": 9.75, "de_lowest_ev": 10.9292, "charge": 1, "homo_lumo_gap_ev": 4.73, "species": ["Hg", "C", "C", "O", "H", "H", "H", "H", "H", "O", "H", "H", "O", "H", "H", "O", "H", "H", "O", "H", "H", "O", "H", "H", "O", "H", "H", "O", "H", "H"], "xyz": [[2.344165, 0.117153, -0.979079], [-1.000848, 0.469658, -0.974014], [-0.148790, 0.238444, 0.286228], [1.090620, -0.471124, 0.142878], [-1.878731, 1.112051, -0.904938], [-1.352644, -0.448616, -1.444240], [-0.440227, 0.974582, -1.760690], [-0.771229, -0.095907, 1.116232], [0.086399, 1.262317, 0.576851], [-0.090163, -2.381912, -1.837184], [0.195041, -1.471920, -1.919775], [0.064023, -2.761199, -2.702410], [-1.959050, -0.714624, 2.669360], [-1.931764, -0.348396, 1.785405], [-1.470423, -1.535145, 2.604372], [0.860013, 1.087637, 2.726896], [0.020951, 0.966509, 2.282435], [1.515689, 0.952984, 2.042655], [1.184379, -1.454505, 2.143717], [0.911165, -1.004023, 1.344553], [1.825556, -2.100664, 1.847727], [0.403293, -2.600646, 0.292914], [0.064463, -2.695478, -0.597279], [0.531475, -1.658338, 0.401793], [1.505588, 1.559545, -1.800785], [1.259147, 1.409932, -2.713535], [1.628766, 2.506680, -1.737620], [-1.368634, 3.004059, -0.591261], [-1.112204, 2.438759, -1.319893], [-1.966025, 3.642188, -0.981312]], "atomic_forces_ev_per_a": [[9.06, -3.50, -0.79], [-0.18, -1.98, -1.11], [-1.31, 3.74, -1.76], [-5.31, 1.37, 1.83], [-0.02, -0.84, 1.08], [-0.12, -0.16, 0.25], [0.07, -0.33, 0.05], [1.11, -0.95, -0.55], [0.13, 0.10, 0.04], [-0.71, 0.78, -4.63], [-0.14, 0.10, 0.02], [-0.14, -0.53, -0.46], [-0.23, 0.49, 0.15], [-1.05, -0.29, 0.24], [0.39, -0.49, 0.09], [0.07, 1.06, 0.36], [-0.02, 0.08, 0.84], [0.25, -0.24, 0.31], [0.92, -0.10, 3.53], [1.15, -0.45, 3.04], [-0.25, -0.48, 0.06], [-0.61, -2.72, 1.84], [0.15, -1.02, 1.37], [-0.80, -3.03, -0.94], [-2.27, 6.38, -4.35], [-0.36, 0.15, -0.83], [0.20, 1.04, 0.30], [0.36, 0.76, 0.04], [-0.12, 0.58, -0.09], [-0.23, 0.49, 0.07]]}



(3)
{"formula": "C21H31N3O4S", "method": "ωB97M-V with the def2-TZVPD basis set", "e_lumo_ev": 0.6, "e_tot_ha": -1682.286959, "fmax_ev_per_a": 0.98, "de_lowest_ev": 0.2174, "charge": 0, "smiles": "CC[C@@H](C)NC(=O)[C@@H]1CCCN(S(=O)(=O)c2ccc3c(c2)C[C@H](C)N3C(C)=O)C1", "homo_lumo_gap_ev": 9.17, "species": ["C", "C", "H", "C", "N", "C", "O", "C", "C", "N", "S", "O", "O", "C", "C", "C", "C", "C", "C", "H", "C", "H", "H", "C", "N", "C", "O", "C", "H", "H", "H", "C", "H", "H", "H", "H", "H", "H", "C", "C", "C", "H", "H", "H", "H", "H", "H", "H", "H", "H", "H", "C", "H", "H", "H", "H", "H", "H", "H", "H"], "xyz": [[0.251173, -3.568994, 4.352341], [0.666708, -3.661692, 2.889905], [1.420435, -2.907391, 2.665653], [-0.514505, -3.479697, 1.929147], [-0.098627, -3.795454, 0.563793], [0.845740, -3.128433, -0.130462], [1.596807, -2.310444, 0.361853], [0.871816, -3.524832, -1.611014], [-0.378739, -2.941721, -2.287271], [-0.277693, -1.508821, -2.266254], [-1.627872, -0.583075, -1.997909], [-2.197620, -0.092141, -3.222430], [-2.473341, -1.368976, -1.137698], [-0.962706, 0.792585, -1.075572], [-1.509089, 2.047095, -1.263847], [-1.076223, 3.129980, -0.509503], [-0.086647, 2.906574, 0.434124], [0.473797, 1.634672, 0.603673], [0.041365, 0.566235, -0.145434], [0.470157, -0.414009, -0.028263], [1.544900, 1.696966, 1.649713], [1.490572, 0.870783, 2.356077], [2.530095, 1.671372, 1.178132], [1.268876, 3.052835, 2.323166], [0.504841, 3.806937, 1.323407], [0.388206, 5.166214, 1.251362], [-0.321790, 5.711288, 0.433965], [1.232147, 5.956168, 2.228685], [1.014259, 7.010516, 2.081770], [2.289333, 5.786338, 2.033629], [1.016148, 5.687829, 3.258552], [0.421551, 2.856660, 3.581902], [0.992015, 2.318195, 4.334309], [-0.468649, 2.282097, 3.335597], [0.106831, 3.808150, 4.002364], [2.192978, 3.579992, 2.569051], [-1.492616, 4.112653, -0.650376], [-2.278033, 2.163972, -2.010600], [0.793220, -0.991558, -3.076663], [2.117647, -1.487444, -2.494153], [2.115234, -3.011234, -2.348575], [2.138228, -3.471785, -3.339712], [3.010356, -3.320570, -1.806675], [2.261353, -1.043873, -1.510274], [2.942022, -1.180842, -3.139467], [0.682144, -1.323569, -4.120274], [0.733855, 0.097956, -3.053418], [-0.447520, -3.314425, -3.321531], [-1.298060, -3.200219, -1.760306], [0.840917, -4.618024, -1.674776], [-0.730011, -4.377184, 0.037910], [-1.119115, -2.076664, 1.996372], [-1.693616, -1.956460, 2.910281], [-1.777689, -1.908953, 1.145442], [-0.330144, -1.330770, 1.973676], [-1.287421, -4.214183, 2.182123], [1.110645, -4.642335, 2.702399], [1.102658, -3.778811, 4.995135], [-0.531963, -4.290727, 4.575859], [-0.117861, -2.575504, 4.591301]], "atomic_forces_ev_per_a": [[0.09, -0.02, -0.23], [-0.22, -0.08, 0.12], [0.01, -0.06, -0.05], [0.33, 0.26, 0.16], [-0.34, -0.23, 0.09], [-0.19, -0.65, -0.48], [0.32, 0.38, 0.22], [0.06, 0.22, -0.20], [-0.32, -0.55, 0.17], [-0.70, 0.60, 0.31], [0.20, -0.17, 0.00], [0.23, 0.18, 0.06], [0.06, -0.06, 0.06], [-0.11, -0.47, -0.42], [-0.06, -0.03, -0.12], [-0.12, 0.09, -0.03], [-0.15, -0.41, -0.33], [-0.19, 0.15, -0.01], [0.05, 0.14, 0.13], [0.13, -0.15, 0.08], [0.16, 0.09, -0.13], [0.03, 0.00, 0.07], [0.03, 0.00, 0.03], [0.11, -0.11, 0.64], [0.09, -0.10, -0.19], [0.21, 0.22, 0.24], [-0.14, 0.14, -0.16], [-0.13, 0.12, -0.15], [-0.03, -0.04, -0.02], [0.09, -0.03, 0.05], [0.05, -0.05, 0.11], [0.20, 0.10, -0.15], [0.03, -0.08, 0.10], [-0.11, -0.09, -0.01], [-0.04, 0.08, 0.06], [-0.10, -0.06, -0.07], [-0.02, 0.00, -0.01], [-0.09, 0.12, -0.09], [0.49, 0.39, -0.20], [-0.14, 0.01, -0.12], [0.00, 0.09, 0.30], [0.02, -0.06, -0.01], [0.02, -0.05, -0.08], [0.04, 0.06, -0.06], [0.01, 0.03, -0.02], [-0.05, 0.08, 0.06], [0.15, -0.01, -0.13], [-0.01, 0.05, 0.10], [0.10, -0.20, -0.09], [-0.05, 0.06, 0.00], [0.09, 0.03, -0.04], [-0.07, -0.26, 0.00], [-0.05, 0.08, 0.13], [-0.06, 0.04, 0.02], [0.09, 0.12, 0.02], [0.08, 0.04, -0.05], [0.05, 0.01, -0.04], [0.02, 0.00, 0.12], [-0.11, -0.07, 0.11], [-0.06, 0.11, 0.10]]}